Density functional theory data (ωB97M-V/def2-TZVPD) for a 11-piece molecular cluster, C27H76N6O11 overall in a non-equilibrium geometry.

Each atom is followed by the atoms it is bonded to, with distances in Å.
Atoms and positions in Å:
1 N 1.94 -1.88 -3.19  C2 1.275, H5 1.032, H6 1.023
2 C 3.05 -1.95 -2.57  N1 1.275, N3 1.276, O4 1.377
3 N 3.47 -0.82 -2.17  C2 1.276, H7 1.042, H8 1.054
4 O 3.79 -3.11 -2.49  C2 1.377
5 H 1.56 -2.82 -3.40  N1 1.032
6 H 1.35 -1.09 -3.47  N1 1.023
7 H 4.36 -0.82 -1.62  N3 1.042
8 H 2.79 -0.04 -2.02  N3 1.054
9 N 0.49 -1.34 -0.78  C10 1.291, H13 1.051, H14 1.021
10 C 0.59 -0.07 -0.56  N9 1.291, N11 1.274, O12 1.413
11 N 0.11 0.39 0.53  C10 1.274, H15 1.029, H16 1.035
12 O 1.28 0.86 -1.37  C10 1.413
13 H 0.93 -1.66 -1.68  N9 1.051
14 H -0.02 -2.00 -0.20  N9 1.021
15 H 0.36 1.30 0.94  N11 1.029
16 H -0.51 -0.26 1.06  N11 1.035
17 N 0.87 5.05 2.26  C18 1.250, H21 1.017, H22 1.035
18 C 1.08 3.84 2.50  N17 1.250, N19 1.343, O20 1.369
19 N 1.75 3.62 3.64  C18 1.343, H23 0.987, H24 1.062
20 O 0.59 2.91 1.63  C18 1.369
21 H 0.40 5.23 1.38  N17 1.017
22 H 1.12 5.86 2.86  N17 1.035
23 H 1.63 2.71 4.02  N19 0.987
24 H 1.73 4.34 4.42  N19 1.062
25 C -0.55 -1.63 -5.82  C26 1.517, H29 1.084, H30 1.090, H31 1.124
26 C -0.91 -0.64 -4.73  C25 1.517, C27 1.490, O28 1.284, H32 1.109
27 C -1.56 -1.41 -3.63  C26 1.490, H33 1.062, H34 1.060, H35 1.054
28 O 0.13 -0.12 -4.18  C26 1.284, H36 0.972
29 H -0.03 -2.52 -5.49  C25 1.084
30 H -0.18 -1.17 -6.74  C25 1.090
31 H -1.55 -1.98 -6.20  C25 1.124
32 H -1.45 0.26 -5.09  C26 1.109
33 H -0.95 -2.11 -3.11  C27 1.062
34 H -2.46 -1.95 -3.78  C27 1.060
35 H -1.78 -0.85 -2.77  C27 1.054
36 H -0.12 0.72 -3.75  O28 0.972
37 C -0.67 -6.79 -0.41  C38 1.538, H41 1.080, H42 1.056, H43 1.033
38 C -1.55 -5.95 -1.36  C37 1.538, C39 1.545, O40 1.231, H44 1.096
39 C -1.30 -4.47 -0.99  C38 1.545, H45 1.021, H46 1.033, H47 1.143
40 O -1.37 -6.06 -2.57  C38 1.231, H48 0.952
41 H -0.69 -7.82 -0.73  C37 1.080
42 H -1.04 -6.67 0.57  C37 1.056
43 H 0.31 -6.49 -0.56  C37 1.033
44 H -2.63 -6.07 -1.22  C38 1.096
45 H -1.46 -4.28 0.00  C39 1.021
46 H -1.79 -3.78 -1.57  C39 1.033
47 H -0.20 -4.17 -0.99  C39 1.143
48 H -2.19 -5.86 -3.01  O40 0.952
49 C 3.92 2.24 -2.00  C50 1.515, H53 1.030, H54 1.095, H55 1.072
50 C 3.45 3.07 -0.82  C49 1.515, C51 1.471, O52 1.240, H56 1.084
51 C 2.38 4.01 -1.19  C50 1.471, H57 1.111, H58 1.064, H59 1.115
52 O 3.01 2.42 0.14  C50 1.240, H60 0.974
53 H 3.12 1.88 -2.53  C49 1.030
54 H 4.54 1.40 -1.68  C49 1.095
55 H 4.56 2.71 -2.73  C49 1.072
56 H 4.32 3.57 -0.41  C50 1.084
57 H 2.90 4.77 -1.80  C51 1.111
58 H 1.90 4.50 -0.39  C51 1.064
59 H 1.68 3.43 -1.84  C51 1.115
60 H 2.07 2.20 -0.04  O52 0.974
61 C -4.78 -3.25 -0.41  C62 1.519, H65 1.131, H66 1.065, H67 1.032
62 C -4.57 -1.93 -1.15  C61 1.519, C63 1.439, O64 1.243, H68 1.041
63 C -3.37 -1.28 -0.71  C62 1.439, H69 1.056, H70 1.121, H71 1.077
64 O -4.41 -1.99 -2.38  C62 1.243, H72 0.967
65 H -4.01 -4.08 -0.45  C61 1.131
66 H -5.78 -3.58 -0.56  C61 1.065
67 H -4.77 -2.92 0.57  C61 1.032
68 H -5.39 -1.32 -0.93  C62 1.041
69 H -3.34 -1.06 0.32  C63 1.056
70 H -3.18 -0.22 -1.00  C63 1.121
71 H -2.47 -1.82 -0.93  C63 1.077
72 H -5.29 -1.93 -2.78  O64 0.967
73 C 2.67 0.25 2.48  C74 1.537, H77 1.087, H78 1.115, H79 1.077
74 C 3.86 0.96 3.14  C73 1.537, C75 1.544, O76 1.247, H80 1.137
75 C 4.75 0.02 3.98  C74 1.544, H81 1.116, H82 1.051, H83 1.111
76 O 4.59 1.48 2.28  C74 1.247, H84 0.983
77 H 2.92 0.03 1.44  C73 1.087
78 H 1.91 1.06 2.59  C73 1.115
79 H 2.11 -0.49 3.04  C73 1.077
80 H 3.39 1.68 3.88  C74 1.137
81 H 5.71 0.54 4.22  C75 1.116
82 H 4.88 -0.83 3.37  C75 1.051
83 H 4.22 -0.24 4.93  C75 1.111
84 H 3.97 1.80 1.58  O76 0.983
85 C -1.53 2.54 -1.49  C86 1.481, H89 1.073, H90 1.100, H91 1.132
86 C -1.12 2.99 -2.84  C85 1.481, C87 1.504, O88 1.226, H92 1.101
87 C -1.09 4.48 -3.02  C86 1.504, H93 1.116, H94 1.054, H95 1.113
88 O -0.14 2.51 -3.39  C86 1.226, H96 0.954
89 H -2.40 3.06 -1.14  C85 1.073
90 H -0.81 2.55 -0.66  C85 1.100
91 H -1.95 1.50 -1.64  C85 1.132
92 H -1.90 2.73 -3.56  C86 1.101
93 H -1.29 4.90 -4.03  C87 1.116
94 H -0.33 4.99 -2.50  C87 1.054
95 H -2.02 4.87 -2.54  C87 1.113
96 H 0.43 2.26 -2.67  O88 0.954
97 C -1.54 3.83 5.09  C98 1.553, H101 1.115, H102 1.082, H103 1.101
98 C -2.20 2.45 4.85  C97 1.553, C99 1.575, O100 1.240, H104 1.101
99 C -1.67 1.80 3.52  C98 1.575, H105 1.087, H106 1.085, H107 1.132
100 O -1.80 1.63 5.68  C98 1.240, H108 0.953
101 H -1.49 4.47 4.18  C97 1.115
102 H -0.49 3.84 5.36  C97 1.082
103 H -2.11 4.36 5.88  C97 1.101
104 H -3.30 2.43 4.79  C98 1.101
105 H -0.58 1.79 3.46  C99 1.087
106 H -2.13 2.29 2.67  C99 1.085
107 H -2.06 0.74 3.39  C99 1.132
108 H -2.30 0.84 5.50  O100 0.953
109 C 0.41 -2.81 1.96  C110 1.506, H113 1.059, H114 1.073, H115 1.078
110 C -0.82 -2.19 2.57  C109 1.506, C111 1.582, O112 1.234, H116 1.087
111 C -0.28 -1.11 3.58  C110 1.582, H117 1.059, H118 1.048, H119 1.099
112 O -1.62 -1.66 1.80  C110 1.234, H120 0.954
113 H 0.23 -3.51 1.19  C109 1.059
114 H 1.03 -3.19 2.75  C109 1.073
115 H 1.02 -1.97 1.70  C109 1.078
116 H -1.37 -2.96 3.11  C110 1.087
117 H -1.09 -0.86 4.21  C111 1.059
118 H -0.01 -0.24 3.05  C111 1.048
119 H 0.53 -1.49 4.22  C111 1.099
120 H -2.46 -1.38 2.17  O112 0.954

LUMO level	-0.1	eV
frontier orbital gap	7.990	eV
net charge	0
SMILES	NC(N)=O.NC(N)=O.NC(N)=O.CC(C)O.CC(C)O.CC(C)O.CC(C)O.CC(C)O.CC(C)O.CC(C)O.CC(C)O
energy above the lowest of the compared OMol25 structures with the same formula, charge and spin	320.5	kcal per mole